No. 1
17
Properties=species:S:1:pos:R:3:forces:R:3:mulliken_charge:R:1 method="wB97M-V/def2-TZVPD" s2=2.024 lumo_ev="0.80 / -2.33" e_above_lowest_ev=0.000 multiplicity=3 gap_ha="0.2478 / 0.3136" charge=0
C -0.166974 0.144997 -1.589198 -0.583 -2.497 3.587 -0.10
C -0.165964 0.338015 -0.202328 0.091 1.328 -4.244 0.50
C -0.270916 -0.859010 0.509078 -0.404 -7.005 4.034 0.54
C 0.325337 0.907032 -2.531771 0.766 2.522 -6.994 -0.98
C -0.183255 -3.418840 -0.187516 -0.339 1.328 0.330 -0.08
C 0.105010 1.563278 0.598424 3.221 0.613 -3.021 -1.38
C -0.138720 -0.912189 1.992372 -1.368 -0.949 0.811 -1.18
N -0.313201 -2.275782 0.109375 0.481 2.471 -1.264 -0.08
H -0.357605 -0.885130 -1.917214 -0.317 0.343 0.315 0.20
H 0.681759 1.905647 -2.532351 0.361 0.842 1.067 0.34
H 0.232754 0.676777 -3.696106 0.080 -0.239 2.714 0.20
H 0.062381 2.484824 -0.023932 -0.561 -0.644 0.383 0.36
H 1.211648 1.590446 0.894511 -1.425 -0.288 0.238 0.33
H -0.550689 1.560208 1.385193 -1.256 0.543 2.228 0.42
H -0.117530 -1.979893 2.353841 0.437 1.290 -0.401 0.34
H -1.043041 -0.514316 2.496026 0.238 0.186 -0.163 0.29
H 0.689006 -0.326063 2.341596 0.578 0.155 0.381 0.29

No. 2
10
Properties=species:S:1:pos:R:3:forces:R:3:mulliken_charge:R:1 method="wB97M-V/def2-TZVPD" lumo_ev=0.72 e_above_lowest_ev=1.120 gap_ha=0.3991 smiles="CNC(=O)O" charge=0
C 1.551847 -0.667898 0.838102 -0.772 -0.871 -1.614 -0.92
N 0.344605 -0.829395 -0.071558 4.574 -0.342 2.252 -0.18
C -0.344597 0.229081 -0.390610 -4.501 -0.110 0.806 0.69
O -0.552058 1.173686 0.606940 0.407 -0.124 -1.599 -0.48
O -1.196402 0.143036 -1.263635 0.481 0.956 -0.937 -0.64
H 1.381580 0.039291 1.588674 -0.407 2.500 0.049 0.35
H 2.557793 -0.622702 0.396078 -0.676 0.291 -0.268 0.26
H 1.569452 -1.391163 1.579480 0.064 -2.819 0.664 0.39
H 0.212815 -1.605991 -0.693684 0.438 -0.072 -0.086 0.23
H -1.389696 1.485458 0.198959 0.392 0.591 0.734 0.31

No. 3
12
Properties=species:S:1:pos:R:3:forces:R:3:mulliken_charge:R:1 method="wB97M-V/def2-TZVPD" lumo_ev=-4.00 e_above_lowest_ev=1.103 gap_ha=0.3606 charge=+1
C 0.691403 -0.830208 0.503195 -1.844 0.022 -1.360 0.29
C -1.607536 0.531810 -0.334308 2.161 -0.009 1.282 0.57
N 1.898419 -1.225432 0.813859 2.020 2.602 1.686 -0.33
N -1.401427 1.348552 -1.291448 1.183 1.632 -2.820 -0.35
N 0.183247 0.354954 0.411578 -0.791 -1.066 -0.698 -0.48
S -2.548607 -0.249892 0.548391 -2.262 -1.312 1.130 -0.20
H -0.048190 -1.559612 0.164822 0.524 -0.562 0.143 0.25
H 2.187504 -2.179210 0.758838 0.018 -0.367 0.131 0.24
H 2.569900 -0.492840 1.248928 -1.392 -2.056 -1.171 0.27
H -0.496868 1.293245 -1.788051 -0.764 0.282 0.600 0.30
H -2.125377 1.893510 -1.786859 0.245 -0.772 0.709 0.28
H 0.697531 1.115122 0.751054 0.901 1.605 0.369 0.16

No. 4
25
Properties=species:S:1:pos:R:3:forces:R:3:mulliken_charge:R:1 method="wB97M-V/def2-TZVPD" lumo_ev=-3.13 e_above_lowest_ev=0.891 gap_ha=0.3340 charge=+1
C 0.172719 -1.806644 -0.554173 0.691 2.228 -2.792 -2.11
C 0.163627 1.947615 0.293427 0.537 -1.045 -1.965 -2.09
C 1.647660 0.169757 1.045881 -2.496 2.680 -1.013 -1.85
C -2.137399 -0.284308 -1.029570 1.748 1.429 3.502 -0.55
C -0.148129 -0.296442 -0.650925 -4.523 -1.436 -2.900 0.61
C 0.192218 0.478478 0.578747 1.078 0.727 -0.376 0.86
N 0.235999 0.273096 -1.918449 2.259 -1.676 3.207 -0.54
N -0.671669 0.171228 1.764283 -2.455 0.260 -2.216 0.03
Cl -2.836124 -1.419062 0.148595 -0.490 -0.748 0.017 -0.20
H -0.223965 -2.425734 -1.362830 -0.060 0.286 0.178 0.45
H 1.226623 -1.940066 -0.484484 1.263 0.121 -0.854 0.52
H -0.036498 -2.204930 0.341941 -1.865 -1.440 3.280 0.58
H -0.669035 2.326582 -0.240169 -1.336 0.222 -0.042 0.36
H 0.965224 2.059354 -0.425899 0.361 0.425 0.036 0.58
H 0.391182 2.493126 1.133159 0.399 1.558 1.955 0.54
H 2.256612 0.549149 0.266689 0.983 -0.120 -0.618 0.41
H 1.730260 0.819659 1.874809 0.851 0.473 1.242 0.61
H 1.776123 -0.808217 1.277232 0.739 -2.893 0.724 0.56
H -2.226667 -0.591134 -2.056850 -0.103 -0.119 -0.163 0.44
H -2.715193 0.654007 -0.688491 1.398 -0.967 -1.422 0.27
H -0.127831 1.126887 -2.177768 -0.972 1.728 -0.732 0.19
H 0.307098 -0.436776 -2.586511 0.060 -0.600 -1.384 0.29
H -0.406501 0.780499 2.504086 -0.317 0.953 0.862 0.42
H -0.419683 -0.719721 2.042858 0.484 -2.627 1.012 0.37
H -1.731657 0.071284 1.534249 1.768 0.580 0.464 0.25

No. 5
12
Properties=species:S:1:pos:R:3:forces:R:3:mulliken_charge:R:1 method="wB97M-V/def2-TZVPD" lumo_ev=-4.50 e_above_lowest_ev=2.432 gap_ha=0.3110 smiles="S=C[C@@H]1NC=[NH+]O1" charge=+1
C -1.480204 0.715911 0.277056 -0.162 -0.028 0.031 -0.01
C 1.941638 -0.618312 0.175918 -1.392 1.818 -0.222 -0.35
C 0.535072 -0.145108 -0.450880 0.691 -0.089 -0.761 0.16
N -0.304622 1.104987 -0.148993 1.631 -1.393 0.456 -0.06
N -1.590036 -0.579791 0.261321 0.347 0.085 -0.171 0.07
O -0.409520 -1.179752 -0.154880 -0.366 -0.223 0.144 -0.24
S 3.275710 0.248459 0.083591 -0.379 -0.172 0.028 -0.12
H -2.278687 1.370865 0.589887 -0.058 0.031 0.011 0.43
H 1.848842 -1.609498 0.594016 0.036 -0.308 0.131 0.31
H 0.733872 -0.125292 -1.535854 -0.208 0.008 0.267 0.33
H 0.078465 2.038520 -0.139011 -0.140 0.050 0.044 0.23
H -2.350526 -1.220989 0.447832 0.000 0.221 0.043 0.24

No. 6
11
Properties=species:S:1:pos:R:3:forces:R:3:mulliken_charge:R:1 method="wB97M-V/def2-TZVPD" lumo_ev=4.27 gap_ha=0.1892 charge=-2
Sr 0.016959 0.783737 0.146794 0.435 -1.505 -0.035 1.65
N -3.008783 2.066323 -1.293633 -1.918 0.040 0.495 0.83
O -4.149427 1.604011 -1.048681 0.711 0.544 -0.267 -0.58
O -2.062151 1.213054 -1.333346 0.999 0.531 0.260 -0.68
O -2.844704 3.288466 -1.466559 0.550 -1.328 0.020 -0.56
I 1.710370 3.080371 -0.777650 0.255 0.457 -0.040 -0.67
S 2.038248 -2.402203 1.169022 4.423 -4.046 -1.659 0.99
O 1.718702 -3.366197 0.062759 -1.328 1.035 0.704 -0.78
O 1.769171 -2.946335 2.485812 -1.053 -0.296 1.183 -0.74
O 3.510968 -2.186172 1.027675 -0.731 1.140 0.342 -0.77
O 1.300652 -1.135050 1.027808 -2.343 3.428 -1.003 -0.70

No. 7
34
Properties=species:S:1:pos:R:3:forces:R:3:mulliken_charge:R:1 method="wB97M-V/def2-TZVPD" lumo_ev=0.74 e_above_lowest_ev=1.571 gap_ha=0.3410 smiles="Cc1ccc([C@H](N(C)C)N2C(=O)COC2=O)cc1" charge=0
C -0.342477 -4.076347 -1.101902 0.053 -0.324 0.211 -0.29
C -0.947204 -2.674407 -1.096210 -1.999 1.328 -0.367 0.44
O -2.131991 -2.415552 -1.269135 1.817 -0.339 0.414 -0.61
N 0.092196 -1.743442 -0.874445 0.749 -1.735 -1.256 0.38
C 1.295124 -2.482836 -1.064521 1.507 -0.178 -0.188 0.46
O 2.417394 -2.043431 -1.207177 -1.613 -0.469 0.402 -0.55
O 1.078733 -3.851921 -1.118420 -0.853 1.181 0.236 -0.38
H -0.667239 -4.640663 -0.198781 0.393 0.544 -0.343 0.25
H -0.646009 -4.716534 -1.960325 0.200 0.844 0.323 0.27
C -0.384812 0.249201 -3.287628 0.463 -0.873 -0.898 -0.97
N -0.441182 0.602777 -1.913698 -0.346 -0.269 0.092 0.30
C -1.321559 1.710105 -1.606650 -1.064 -0.004 0.504 -0.90
C 0.340882 -0.213557 -1.050267 0.788 1.616 1.053 -0.81
C 0.416224 0.395014 0.370380 -0.209 1.036 -0.581 0.18
C -0.766867 0.595799 1.087171 -0.269 -0.192 1.383 -0.12
C -0.750709 1.162575 2.382162 0.108 -0.228 -0.315 -0.88
C 0.449212 1.625021 2.938358 0.382 0.112 0.007 1.03
C 0.490736 2.209284 4.348416 -0.153 -0.169 -0.067 -1.29
C 1.625230 1.561400 2.165194 -0.795 -0.234 -0.359 -0.83
C 1.585603 0.993065 0.867775 0.302 -0.264 0.839 -0.54
H -1.173902 0.721023 -3.864257 -0.129 -0.109 0.066 0.39
H 0.559719 0.506090 -3.783084 0.181 0.120 0.117 0.27
H -0.488331 -0.835695 -3.381363 -0.149 -0.055 -0.288 0.27
H -1.701535 2.128593 -2.550614 0.249 -0.291 0.293 0.34
H -2.215037 1.392138 -1.038186 0.247 0.202 -0.210 0.31
H -0.889072 2.561676 -1.075541 0.386 -0.276 0.142 0.32
H 1.365391 -0.228612 -1.490088 -0.649 -0.273 0.505 0.63
H -1.741108 0.285220 0.699486 0.470 -0.175 0.031 0.48
H -1.669199 1.217427 3.003109 0.583 0.002 -0.696 0.31
H 1.511106 2.518453 4.614306 -0.316 -0.073 -0.086 0.33
H -0.173830 3.084103 4.445250 0.253 -0.284 -0.109 0.30
H 0.153655 1.472208 5.099998 0.156 0.245 -0.352 0.31
H 2.552125 1.955301 2.610041 -0.411 -0.233 -0.511 0.26
H 2.518729 0.976511 0.300634 -0.333 -0.180 0.009 0.36

No. 8
11
Properties=species:S:1:pos:R:3:forces:R:3:mulliken_charge:R:1 method="wB97M-V/def2-TZVPD" lumo_ev="-1.35 / -1.40" e_above_lowest_ev=4.238 gap_ha="0.2317 / 0.2297" charge=0
C -2.768039 -0.111529 -0.546968 0.270 -0.242 -0.233 -0.18
C -1.648491 -0.516944 -0.826786 -0.512 0.079 -0.162 0.02
C -0.324451 -0.598811 -0.878637 0.145 1.079 0.007 0.13
C 0.963908 -0.850924 -0.612739 -0.475 0.069 0.243 -0.36
C 1.558112 -0.126023 0.425512 0.386 0.136 0.269 -0.53
C 0.840077 0.974701 0.933699 0.192 -0.143 -0.003 0.05
O -0.224519 1.361330 0.419801 0.215 -0.842 -0.041 -0.56
H -3.706012 0.360108 -0.366133 -0.039 -0.195 -0.050 0.39
H 1.557016 -1.549628 -1.208304 -0.445 -0.124 0.323 0.37
H 2.493657 -0.440076 0.850541 0.318 0.112 -0.174 0.36
H 1.258742 1.497797 1.810015 -0.055 0.072 -0.179 0.32

In order of appearance, calculated total energy = -8888.7614, -7739.6314, -17469.0351, -21975.5333, -19044.8633, -35595.6859, -22862.7811, -8328.2026 eV.